Molecular formula: C20H20FN3O2
Method: DFT, the ωB97M-V functional and the def2-TZVPD basis

```
46
Properties=species:S:1:pos:R:3
C -0.98 -1.84 -1.60
H -0.41 -2.00 -2.51
H -1.99 -2.20 -1.77
H -1.01 -0.78 -1.40
C -0.33 -2.59 -0.44
C -0.09 -4.05 -0.86
H -1.03 -4.52 -1.15
H 0.34 -4.63 -0.04
H 0.59 -4.10 -1.71
C -1.22 -2.59 0.81
H -2.16 -3.08 0.58
H -0.72 -3.18 1.58
C -1.52 -1.20 1.42
C -0.31 -0.34 1.34
C 0.81 -0.66 0.60
N 1.71 0.34 0.81
N 1.21 1.26 1.66
C 0.00 0.87 1.97
H -0.61 1.46 2.62
C 3.00 0.52 0.30
C 4.00 0.97 1.15
C 5.28 1.16 0.67
C 5.54 0.91 -0.67
C 4.55 0.49 -1.54
C 3.27 0.30 -1.05
H 2.48 0.02 -1.73
H 4.78 0.32 -2.58
F 6.79 1.08 -1.14
H 6.07 1.51 1.31
H 3.76 1.17 2.18
C 1.03 -1.94 -0.11
H 1.60 -1.81 -1.03
H 1.61 -2.61 0.54
N -2.70 -0.58 0.83
C -2.76 0.49 0.00
O -1.79 1.05 -0.47
C -4.14 0.92 -0.31
C -5.33 0.66 0.33
O -6.34 1.29 -0.28
C -5.83 1.97 -1.31
C -4.48 1.80 -1.38
H -3.79 2.21 -2.09
H -6.51 2.54 -1.91
H -5.57 0.08 1.20
H -3.57 -1.01 1.10
H -1.78 -1.35 2.48
```

- Structure (SMILES): CC1(C)Cc2c(cnn2-c2ccc(F)cc2)[C@@H](NC(=O)c2ccoc2)C1
- HOMO level: -8.37 eV
- Orbital gap: 8.9 eV
- 2S+1: 1
- Lowest unoccupied orbital energy: 0.525 eV

Charges in e, computed with Löwdin, in the same order as the atoms: -0.03 0.09 0.09 0.07 -0.54 -0.05 0.08 0.08 0.08 -0.09 0.12 0.13 -0.23 -0.14 -0.14 -0.05 0.10 -0.08 0.11 -0.19 0.00 0.00 -0.28 0.00 -0.01 0.11 0.12 0.06 0.12 0.11 -0.06 0.11 0.14 0.13 -0.45 0.07 -0.12 -0.07 0.02 -0.11 0.00 0.12 0.12 0.13 0.13 0.15

***

Molecular formula: C2H7NO2S
Method: DFT, the ωB97M-V functional and the def2-TZVPD basis

```
13
Properties=species:S:1:pos:R:3
C 0.72 0.81 -0.74
C -0.35 -0.61 1.05
N -0.37 -0.07 -0.27
O -1.07 -2.49 -1.39
O -1.09 -0.37 -2.72
S -1.17 -0.99 -1.42
H 0.25 1.21 -1.50
H 0.89 1.62 -0.04
H 1.70 0.27 -0.98
H -1.15 -1.32 1.15
H 0.65 -1.06 1.25
H -0.46 0.20 1.73
H -2.45 -0.61 -0.58
```

- Structure (SMILES): CN(C)[SH](=O)=O
- HOMO level: -9.92 eV
- Orbital gap: 10.4 eV
- 2S+1: 1
- Lowest unoccupied orbital energy: 0.445 eV

Charges in e, computed with Löwdin, in the same order as the atoms: -0.07 -0.13 -0.42 -0.37 -0.33 0.70 0.01 0.09 0.12 0.07 0.11 0.08 0.14

***

Molecular formula: C20H16MnN4O8S
Method: DFT, the ωB97M-V functional and the def2-TZVPD basis

```
50
Properties=species:S:1:pos:R:3
Mn 0.29 0.13 1.34
O -0.30 -4.26 1.34
C 0.26 -4.45 0.14
C 0.30 -5.78 -0.31
C 0.89 -6.11 -1.51
C 1.46 -5.12 -2.31
C 1.43 -3.81 -1.87
C 0.83 -3.45 -0.67
C 0.79 -2.02 -0.25
O -0.06 -1.69 0.65
N 1.66 -1.20 -0.80
N 1.56 0.04 -0.18
C 2.38 0.94 -0.58
C 2.49 2.26 -0.01
C 3.38 3.16 -0.61
C 3.58 4.44 -0.12
C 2.86 4.83 1.01
C 1.98 3.98 1.63
C 1.75 2.66 1.15
O 0.91 1.91 1.77
H -0.23 -3.32 1.64
H -0.14 -6.53 0.33
H 0.90 -7.14 -1.83
H 1.93 -5.37 -3.25
H 1.87 -3.01 -2.46
H 3.05 0.67 -1.40
H 3.93 2.82 -1.48
H 4.28 5.11 -0.61
H 3.00 5.83 1.41
H 1.42 4.28 2.51
O 0.58 -0.46 4.98
S 0.35 -1.00 3.66
O -0.76 -0.22 2.93
O 1.50 -0.71 2.71
O 0.02 -2.42 3.65
N -5.83 1.92 -1.50
C -4.56 2.41 -1.84
O -4.47 3.26 -2.73
C -3.43 1.84 -1.13
C -2.13 2.35 -1.34
C -1.07 1.86 -0.63
N -1.18 0.86 0.29
C -2.42 0.34 0.48
C -3.53 0.78 -0.19
H -6.56 2.54 -1.82
H -5.95 1.61 -0.55
H -1.99 3.16 -2.05
H -0.08 2.26 -0.77
H -2.47 -0.46 1.21
H -4.47 0.28 0.01
```

- HOMO level (alpha / beta): -0.78 / -1.37 eV
- Orbital gap (alpha / beta): 5.1 / 5.8 eV
- <S²>: 0.8319
- 2S+1: 2
- Lowest unoccupied orbital energy (alpha / beta): 4.281 / 4.419 eV
- Charge: -2

Charges in e, computed with Löwdin, in the same order as the atoms: 0.59 0.07 -0.26 -0.03 -0.13 -0.13 -0.05 -0.07 -0.42 -0.11 0.09 -0.06 -0.09 -0.16 -0.09 -0.15 -0.14 -0.03 -0.35 -0.10 0.08 0.11 0.09 0.08 0.10 0.11 0.10 0.07 0.08 0.10 -0.36 0.33 -0.42 -0.39 -0.36 0.13 -0.50 0.01 -0.16 0.00 -0.07 0.00 -0.09 -0.02 0.09 0.07 0.11 0.10 0.11 0.10

***

Values of energy relative to the best compared isomer or geometry (same formula, charge and spin), in order: 128.8; 300.7; 4.4, all in kJ/mol.